A molecular structure, C30H32Cl2N4PtS2Si2. Source: OMol25; level of theory: ωB97M-V/def2-TZVPD.

Structure (ORCA input):
```
! RIJCOSX wB97M-V def2-TZVPD def2/J DEFGRID3
* xyz 2 1
Pt -0.3282 0.2142 0.4627
C -1.1922 -1.6945 3.3835
Si -0.3748 -0.0381 2.8478
C -1.2758 1.3929 3.7825
C 1.5394 0.0472 3.2433
C 1.8668 0.0617 4.5900
C 3.1997 0.1407 4.9638
C 4.1913 0.2055 4.0006
C 3.8566 0.1855 2.6577
C 2.5230 0.1147 2.2653
Si 2.0754 0.2496 0.4101
C 2.7716 -1.1592 -0.6989
C 2.7118 1.9514 -0.2047
H -1.1904 -1.7558 4.4675
H -0.6684 -2.5658 3.0060
H -2.2257 -1.7558 3.0561
H -1.8405 0.9959 4.6210
H -1.9798 1.9321 3.1542
H -0.5649 2.1099 4.1798
H 1.0960 0.0137 5.3434
H 3.4471 0.1592 6.0144
H 5.2266 0.2833 4.2970
H 4.6321 0.2413 1.9085
H 3.8261 -1.2993 -0.4737
H 2.7015 -0.8970 -1.7500
H 2.2801 -2.1168 -0.5590
H 3.7976 1.9466 -0.2003
H 2.3845 2.7658 0.4343
H 2.3911 2.1698 -1.2188
N -0.5065 2.0030 -3.5081
C -0.4589 1.0866 -4.5153
C -0.4970 1.5053 -5.8531
C -0.4563 0.5820 -6.8694
C -0.4034 -0.7918 -6.5873
C -0.3553 -1.2300 -5.2834
C -0.3619 -0.3006 -4.2427
S -0.1600 -0.8332 -2.6002
N -0.4161 0.4913 -1.6766
C -0.4973 1.7709 -2.1555
C -0.5415 2.8514 -1.2392
C -0.7656 4.2030 -1.6123
C -0.8134 5.1772 -0.6493
C -0.5998 4.8308 0.6904
C -0.3664 3.5019 0.9903
N -0.3554 2.5494 0.0753
H -0.5469 2.9726 -3.7934
H -0.5537 2.5590 -6.0741
H -0.4769 0.9156 -7.8937
H -0.3975 -1.5003 -7.3968
H -0.3214 -2.2845 -5.0580
H -0.9194 4.4780 -2.6436
H -1.0052 6.2027 -0.9195
H -0.6180 5.5790 1.4626
H -0.1654 3.1846 2.0048
S -2.8315 -3.7014 -1.0426
C -2.2953 -2.1143 -0.6716
N -1.1968 -2.0133 0.0052
C -0.6690 -3.2449 0.2924
C 0.5004 -3.5099 1.0063
C 0.8591 -4.8231 1.2210
C 0.0847 -5.8768 0.7306
C -1.0675 -5.6369 0.0109
C -1.4376 -4.3180 -0.2037
H -2.8683 -1.2651 -0.9933
H 1.0941 -2.6894 1.3840
H 1.7482 -5.0488 1.7847
H 0.3918 -6.8920 0.9224
H -1.6683 -6.4475 -0.3661
Cl -5.0775 -0.7812 0.7703
C -4.6999 0.9493 0.6731
Cl -2.9708 1.2072 0.3834
H -4.9662 1.4222 1.6209
H -5.2450 1.3843 -0.1642
*
```

- energy relative to the best compared isomer or geometry (same formula, charge and spin) (kcal per mole) = 40.8